DFT (ωB97M-V/def2-TZVPD) results for a 2-piece molecular cluster, C2H10N3O overall at a distorted geometry.

Positions of all 16 atoms, in Å:
C  -1.931  0.131  -0.758
N  -0.493  0.291  -1.031
C  0.545  -0.300  -0.441
N  1.779  0.214  -0.595
N  0.334  -1.540  0.086
H  -2.293  0.381  0.300
H  -2.067  -0.862  -0.836
H  -2.649  0.547  -1.476
H  -0.190  1.091  -1.711
H  1.982  1.116  -0.386
H  2.519  -0.492  -0.750
H  0.638  -1.868  0.963
H  -0.571  -1.998  -0.038
H  0.228  1.559  2.185
H  1.408  0.794  2.520
O  0.760  0.938  1.966

Calculated values
E_LUMO = -2.993 eV
Net charge = +1
E_tot = -8746.951 eV
Orbital gap = 11.852 eV
Energy relative to the best compared isomer or geometry (same formula, charge and spin) = 50.5 kcal per mole
Largest force on an atom = 9.24 eV/Å
Molecular weight = 92.12 g mol⁻¹